Record 1
A 2-piece molecular cluster, C4H8BrO4P overall at a distorted geometry, computed with ωB97M-V/def2-TZVPD.

Element x y z (Å)
Br1 -1.555 2.155 0.660
P1 0.704 -0.609 0.254
O1 -0.663 -1.042 -0.461
O2 1.614 0.143 -0.632
O3 1.292 -2.033 0.858
O4 0.408 5.325 -0.295
C1 0.257 4.181 -0.136
C2 0.091 2.851 -0.070
C3 -1.016 -0.410 -1.717
C4 0.378 -2.870 1.499
H1 0.866 -3.027 2.439
H2 0.235 -3.705 0.886
H3 -0.515 -2.198 1.563
H4 -1.899 0.276 -1.371
H5 -0.196 0.198 -2.178
H6 0.743 2.003 -0.219
H7 -1.219 -1.319 -2.448
H8 0.475 0.083 1.367

Output
SMILES	CO[PH](=O)OC.O=C=CBr
HOMO-LUMO gap	8.776	eV
2S+1	1
net charge	0
max |F|	4.05	eV Å⁻¹
calculated total energy	-91798.0284	eV
HOMO	-9.08	eV
energy above the lowest of the compared OMol25 structures with the same formula, charge and spin	1.084	eV

---

Record 2
One molecule with the formula C4H8BrOP at a distorted geometry, computed with ωB97M-V/def2-TZVPD.

Element x y z (Å)
Br1 0.425 0.634 -3.520
P1 -2.294 0.297 -0.465
O1 -2.277 1.281 0.892
C1 -0.951 -0.922 0.093
C2 1.273 -0.109 -0.965
C3 0.483 -0.200 0.305
C4 0.906 1.050 -1.778
H1 2.425 -0.134 -0.629
H2 0.820 -0.804 1.113
H3 0.270 0.750 0.751
H4 -2.533 2.246 0.912
H5 -0.774 -1.616 -0.675
H6 1.175 -0.969 -1.555
H7 0.481 2.072 -1.504
H8 -1.190 -1.294 1.089

Output
HOMO-LUMO gap (spin up / spin down)	7.724 / 7.460	eV
2S+1	1
net charge	0
max |F|	3.87	eV Å⁻¹
calculated total energy	-85653.3107	eV
HOMO (spin up / spin down)	-7.89 / -7.41	eV
energy above the lowest of the compared OMol25 structures with the same formula, charge and spin	2.892	eV

---

Record 3
C4H8CdO3 as an isolated structure at a distorted geometry, computed with ωB97M-V/def2-TZVPD.

Element x y z (Å)
Cd1 0.447 2.173 0.953
O1 0.702 0.147 -0.029
O2 -0.505 0.244 0.650
O3 2.238 1.338 0.033
C1 -2.778 0.332 -0.020
C2 2.206 -0.900 -0.305
C3 2.962 0.270 -0.027
C4 -1.528 -0.507 -0.072
H1 -1.191 -0.688 -1.100
H2 -2.552 1.335 -0.400
H3 -1.630 -1.459 0.462
H4 -3.544 -0.115 -0.666
H5 3.942 0.235 0.463
H6 2.290 -1.708 0.428
H7 -3.165 0.414 1.003
H8 2.105 -1.111 -1.376

Output
HOMO-LUMO gap (spin up / spin down)	6.392 / 6.392	eV
2S+1	1
net charge	+2
max |F|	7.10	eV Å⁻¹
calculated total energy	-14957.0104	eV
HOMO (spin up / spin down)	-18.42 / -18.42	eV
energy above the lowest of the compared OMol25 structures with the same formula, charge and spin	7.065	eV

---

Record 4
C4H8Cl2FeIO16S2 as an isolated structure at a distorted geometry, computed with ωB97M-V/def2-TZVPD.

Element x y z (Å)
I1 -3.011 -2.960 -0.792
Fe1 -1.085 -1.192 -0.356
Cl1 0.324 0.761 -2.085
Cl2 0.174 -1.289 3.076
S1 1.859 -3.287 -0.041
S2 -2.998 1.962 0.710
O1 3.158 -3.404 -1.028
O2 -0.301 -1.071 1.764
O3 0.377 -2.661 3.249
O4 -2.491 0.644 0.461
O5 -0.885 -1.084 4.036
O6 -4.078 2.448 -0.503
O7 1.474 -0.016 -2.642
O8 1.298 -0.428 3.350
O9 0.926 -2.370 -0.744
O10 -0.894 0.051 -2.414
O11 -1.890 3.163 0.239
O12 0.257 2.103 -2.518
O13 -3.621 2.264 2.018
O14 0.286 0.637 -0.684
O15 2.654 -2.456 1.097
O16 1.266 -4.479 0.530
C1 -2.263 3.920 -0.812
C2 3.986 -2.274 -0.804
C3 3.957 -1.999 0.693
C4 -3.800 3.782 -0.906
H1 -4.350 4.557 -0.371
H2 -4.094 3.776 -1.956
H3 4.988 -2.524 -1.153
H4 3.658 -1.422 -1.399
H5 -1.913 4.939 -0.641
H6 4.164 -1.005 1.091
H7 4.559 -2.729 1.232
H8 -1.692 3.642 -1.697

Output
HOMO-LUMO gap (spin up / spin down)	8.948 / 4.799	eV
2S+1	6
⟨S²⟩	8.77
net charge	0
max |F|	6.87	eV Å⁻¹
calculated total energy	-126220.7141	eV
HOMO (spin up / spin down)	-9.35 / -9.32	eV

---

Record 5
A 2-piece molecular cluster, C4H8Cl2N overall at a distorted geometry, computed with ωB97M-V/def2-TZVPD.

Element x y z (Å)
Cl1 3.900 -0.279 -0.396
Cl2 1.270 -0.970 0.620
N1 -1.209 0.712 -0.617
C1 1.952 1.581 0.170
C2 2.300 0.323 0.109
C3 -1.727 -1.550 0.009
C4 -1.520 -0.160 0.237
H1 2.754 2.131 -0.197
H2 1.071 1.788 0.551
H3 -2.669 -1.864 0.390
H4 -0.930 -2.155 0.579
H5 -1.760 0.205 1.257
H6 -0.567 0.438 -1.330
H7 -1.669 -1.963 -0.990
H8 -1.198 1.764 -0.393

Output
HOMO-LUMO gap (spin up / spin down)	4.437 / 8.274	eV
2S+1	3
⟨S²⟩	2.01
net charge	+1
max |F|	13.10	eV Å⁻¹
calculated total energy	-30799.4116	eV
HOMO (spin up / spin down)	-9.46 / -14.92	eV
energy above the lowest of the compared OMol25 structures with the same formula, charge and spin	3.217	eV

---

Record 6
C4H8Cl8F24P4V2 as an isolated structure at a distorted geometry, computed with ωB97M-V/def2-TZVPD.

Element x y z (Å)
V1 7.057 9.291 -19.453
V2 3.860 6.001 -21.992
Cl1 6.552 3.510 -14.972
Cl2 10.359 5.731 -17.799
Cl3 7.527 8.601 -16.765
Cl4 1.889 9.934 -19.669
Cl5 3.671 3.672 -15.395
Cl6 9.091 7.495 -14.576
Cl7 4.251 9.603 -17.968
Cl8 9.082 7.478 -19.737
P1 0.957 5.888 -22.201
P2 5.160 6.119 -19.312
P3 5.626 9.430 -22.273
P4 4.866 2.985 -23.917
F1 3.308 3.069 -24.274
F2 5.161 1.964 -25.104
F3 6.859 8.639 -21.423
F4 6.338 5.259 -18.693
F5 4.694 8.082 -22.164
F6 5.153 9.852 -20.738
F7 4.447 10.220 -22.919
F8 6.587 10.722 -22.275
F9 4.366 4.822 -19.821
F10 -0.039 6.662 -21.252
F11 4.047 7.126 -19.920
F12 2.177 5.224 -23.133
F13 4.554 1.830 -22.850
F14 4.598 4.131 -22.669
F15 6.216 8.902 -23.612
F16 0.207 6.330 -23.499
F17 6.414 2.999 -23.463
F18 0.191 4.537 -22.095
F19 4.457 6.184 -17.919
F20 5.859 6.060 -20.812
F21 1.935 7.253 -22.287
F22 1.928 5.451 -20.917
F23 5.139 4.266 -24.875
F24 6.088 7.486 -19.049
C1 2.479 9.404 -18.102
C2 7.533 7.445 -15.392
C3 5.209 3.155 -16.072
C4 9.588 5.814 -19.382
H1 10.293 5.487 -20.133
H2 6.747 7.709 -14.697
H3 2.248 8.351 -17.987
H4 2.020 9.980 -17.309
H5 7.411 6.430 -15.754
H6 8.703 5.193 -19.325
H7 5.157 2.078 -16.183
H8 5.391 3.612 -17.036

Output
HOMO-LUMO gap (spin up / spin down)	6.214 / 8.107	eV
2S+1	7
⟨S²⟩	12.00
net charge	0
max |F|	1.96	eV Å⁻¹
calculated total energy	-258230.0461	eV
HOMO (spin up / spin down)	-9.85 / -11.50	eV
energy above the lowest of the compared OMol25 structures with the same formula, charge and spin	0.000	eV

---

Which value of 2S+1 does entry 1 give? 1

---

Number 5 is which compound? C4H8Cl2N

---

What is the formula in the fourth record? C4H8Cl2FeIO16S2